(1)
C2H9NO | ωB97M-V/def2-TZVPD

```
13
Properties=species:S:1:pos:R:3:mulliken_charge:R:1
C -1.0571 -0.0184 1.0873 -0.7961
N -0.3467 -0.1314 -0.2065 -0.3614
C 0.8158 -1.0396 -0.1923 -0.9714
H -0.3069 -0.2448 1.8383 0.3207
H -1.4163 1.0081 1.1518 0.3047
H -1.9085 -0.6948 1.1272 0.2660
H -0.8724 -0.4188 -1.0229 0.2846
H 0.6572 -1.9833 0.3343 0.3958
H 1.0113 -1.3556 -1.2194 0.3268
H 1.6906 -0.4992 0.1670 0.2955
O 0.4303 1.9630 -1.3890 -0.7663
H 0.0938 1.1438 -0.7619 0.4312
H 1.2090 2.2710 -0.9139 0.2699
```

gap between HOMO and LUMO: 0.375 Ha
structure (SMILES): CNC.O
lowest unoccupied orbital energy: 0.859 eV
spin multiplicity: 1
relative energy (zero: lowest compared OMol25 entry of this formula, charge and spin): 17.1 kcal/mol

***

(2)
C8H19N | ωB97M-V/def2-TZVPD

```
28
Properties=species:S:1:pos:R:3:mulliken_charge:R:1
C -1.9327 -1.5247 0.1148 -1.6396
C -1.3730 -0.3088 0.8587 0.3066
C -2.2417 0.9249 0.5894 -1.3912
C 0.1664 -0.1170 0.6559 0.4989
C 0.6587 1.1609 1.3527 -1.7983
C 0.7137 -0.2735 -0.8015 0.7489
C 0.0803 0.6841 -1.8176 -1.5683
C 2.2541 -0.1368 -0.9167 -1.2576
N 3.0054 -1.0158 -0.0270 -0.6706
H -2.9577 -1.7339 0.4412 0.4667
H -1.3334 -2.4181 0.3173 0.3548
H -1.9627 -1.3674 -0.9671 0.2824
H -1.5031 -0.5263 1.9294 0.3693
H -2.2348 1.2271 -0.4588 0.2223
H -3.2839 0.7181 0.8588 0.4504
H -1.9263 1.7811 1.1928 0.3345
H 0.6128 -0.9485 1.2221 0.2980
H 0.2339 1.2394 2.3597 0.4057
H 1.7457 1.1603 1.4732 0.4237
H 0.3865 2.0621 0.7964 0.3231
H 0.4721 -1.2928 -1.1333 0.3872
H -0.9688 0.4401 -1.9975 0.2834
H 0.5802 0.6072 -2.7900 0.4678
H 0.1479 1.7263 -1.4929 0.2689
H 2.5671 0.9000 -0.7485 0.3953
H 2.5528 -0.3825 -1.9430 0.4312
H 2.9771 -0.6517 0.9234 0.3256
H 2.5633 -1.9336 0.0082 0.2806
```

gap between HOMO and LUMO: 0.373 Ha
structure (SMILES): CC(C)[C@H](C)[C@@H](C)CN
lowest unoccupied orbital energy: 1.015 eV
spin multiplicity: 1
relative energy (zero: lowest compared OMol25 entry of this formula, charge and spin): 3.3 kcal/mol